{"formula": "C39H54As2HgNO13PS4", "method": "ωB97M-V with the def2-TZVPD basis set", "elements": ["Hg", "C", "C", "S", "C", "C", "S", "C", "C", "S", "H", "H", "H", "H", "H", "H", "H", "H", "H", "H", "H", "H", "O", "N", "C", "C", "C", "C", "C", "S", "H", "H", "H", "H", "C", "C", "P", "C", "C", "C", "C", "H", "H", "H", "H", "H", "H", "H", "H", "H", "H", "H", "H", "H", "H", "H", "O", "C", "O", "C", "C", "C", "C", "O", "C", "O", "C", "C", "H", "H", "H", "H", "H", "C", "O", "C", "O", "C", "C", "As", "C", "C", "C", "As", "C", "C", "O", "O", "C", "C", "O", "O", "C", "C", "O", "O", "C", "H", "H", "H", "H", "H", "H", "H", "H", "H", "H", "H", "H", "H", "H", "H", "H", "H", "H"], "positions_angstrom": [[0.739425, 1.382961, -0.356527], [5.088247, 0.527684, -0.593254], [5.096572, 0.705822, -2.110289], [3.620333, 1.578410, -2.704027], [2.996850, 0.503553, -4.018681], [2.679477, -0.936823, -3.649048], [1.441339, -1.177107, -2.326225], [2.323994, -2.337016, -1.239673], [3.684575, -1.886417, -0.718026], [3.644798, -0.285992, 0.141024], [5.098303, 1.503559, -0.108018], [5.994163, -0.005528, -0.290048], [5.186086, -0.251710, -2.622559], [5.977344, 1.291405, -2.381165], [3.696094, 0.500261, -4.860255], [2.094014, 1.013645, -4.354224], [3.588554, -1.452427, -3.350694], [2.319791, -1.445173, -4.548323], [2.434347, -3.297706, -1.749044], [1.636375, -2.479350, -0.400828], [4.417839, -1.827220, -1.519293], [4.043500, -2.652871, -0.018653], [0.952493, 0.241194, 1.594372], [0.758848, 0.935222, 2.682523], [1.377265, 0.475001, 3.779271], [1.249015, 1.104858, 4.984107], [0.462894, 2.252216, 5.054591], [-0.164277, 2.705023, 3.923443], [-0.044451, 2.031661, 2.702721], [-0.896813, 2.525003, 1.291193], [1.939000, -0.426691, 3.609174], [1.739865, 0.690831, 5.849667], [0.340019, 2.777338, 5.989592], [-0.785777, 3.586918, 3.937584], [-0.632876, 0.281799, -4.938923], [-1.652931, 0.427979, -3.821562], [-1.137163, 1.501643, -2.412745], [-2.628515, 1.380333, -1.344467], [-3.993547, 1.146321, -1.977406], [-1.130070, 3.210132, -3.114891], [-2.458235, 3.924226, -3.302373], [-1.060446, -0.270212, -5.776073], [0.234563, -0.267452, -4.597837], [-0.299742, 1.246440, -5.321350], [-1.875303, -0.552374, -3.390096], [-2.588606, 0.831643, -4.217911], [-2.635404, 2.276511, -0.716079], [-2.408528, 0.559731, -0.664853], [-4.265089, 1.912439, -2.696522], [-4.753437, 1.138899, -1.198332], [-4.036215, 0.180293, -2.475940], [-0.609619, 3.135866, -4.075659], [-0.463866, 3.786772, -2.462593], [-3.091804, 3.426687, -4.033540], [-2.287772, 4.941511, -3.652060], [-3.008302, 3.989183, -2.368127], [2.697313, 3.133973, 0.549489], [2.087501, 3.871409, -0.227173], [1.301468, 3.473077, -1.119237], [2.260986, 5.362618, -0.149074], [3.518447, 5.900033, 0.080689], [3.728167, 7.279553, 0.122838], [2.623622, 8.073403, -0.052369], [2.550614, 9.445737, -0.038562], [1.192296, 9.756794, -0.302792], [0.446149, 8.556947, -0.387185], [1.363257, 7.538771, -0.264755], [1.145853, 6.188529, -0.333993], [4.342681, 5.224450, 0.240916], [4.703577, 7.703325, 0.291356], [1.126514, 10.293019, -1.261093], [0.798891, 10.367797, 0.518785], [0.169842, 5.765481, -0.505659], [2.605158, -4.341757, 0.899828], [1.558762, -3.453565, 1.196158], [0.872675, -3.658059, 2.393852], [1.196286, -4.530078, 3.199889], [-0.166310, -2.709311, 2.543561], [-1.184484, -2.997083, 3.482338], [-1.930576, -4.769062, 3.255870], [-3.868603, -4.426155, 3.503040], [-2.135502, -4.593419, 1.255915], [-1.717294, -3.635616, 0.425299], [-0.747534, -1.917457, 0.886745], [-2.439764, -1.055105, 1.380959], [-1.936240, -3.669563, -1.033503], [-2.465440, -2.772259, -1.656465], [-1.358743, -4.743999, -1.611128], [-1.468889, -4.833758, -3.019161], [-2.948738, -5.692366, 0.690111], [-3.744918, -5.593420, -0.219235], [-2.733527, -6.844388, 1.364577], [-3.527684, -7.947852, 0.962325], [-1.664314, -1.991521, 4.368595], [-1.278434, -0.825261, 4.431683], [-2.619014, -2.476012, 5.248720], [-3.008247, -1.590619, 6.266878], [2.486608, -4.652758, -0.138379], [2.574768, -5.210825, 1.560673], [3.561981, -3.828065, 1.021873], [-4.110746, -4.474362, 4.561060], [-4.422900, -5.200307, 2.971359], [-4.144920, -3.452529, 3.113165], [-2.883106, -1.544448, 2.240323], [-3.109853, -1.158843, 0.529210], [-2.266175, -0.003731, 1.598042], [-2.153242, -5.651318, -3.259157], [-0.475989, -5.055450, -3.409508], [-1.842743, -3.899133, -3.435668], [-3.431744, -8.686763, 1.755829], [-3.155562, -8.356499, 0.019813], [-4.570362, -7.649231, 0.831469], [-4.045687, -1.823751, 6.511196], [-2.919549, -0.553657, 5.936778], [-2.383720, -1.744426, 7.151771]], "atomic_forces_ev_per_a": [[-0.1, -0.2, -0.5], [-0.1, -0.1, 0.0], [-0.1, 0.1, 0.0], [-0.1, 0.1, 0.0], [0.1, 0.1, 0.1], [-0.2, -0.2, 0.0], [0.4, -0.1, 0.1], [-0.1, 0.4, -0.3], [0.1, 0.0, 0.1], [0.0, 0.0, -0.1], [0.0, 0.1, 0.0], [0.0, 0.1, 0.0], [0.0, 0.0, 0.0], [0.0, 0.0, 0.0], [0.0, 0.0, 0.0], [0.0, 0.1, 0.0], [0.0, -0.1, 0.0], [0.0, 0.0, 0.0], [0.0, 0.1, -0.1], [0.1, 0.2, -0.5], [0.0, 0.0, -0.1], [0.0, 0.5, -0.5], [0.0, -0.5, -0.8], [-0.1, 0.4, 0.2], [0.1, 0.0, 0.4], [0.0, 0.0, 0.0], [0.1, -0.1, 0.0], [0.0, 0.0, 0.0], [-0.2, 0.1, -0.1], [-0.1, 0.1, 0.3], [0.0, -0.1, 0.0], [0.0, 0.0, 0.1], [0.0, 0.0, 0.1], [0.0, 0.0, 0.0], [-0.1, 0.1, -0.1], [0.1, 0.0, 0.1], [-0.1, 0.0, 0.2], [0.0, 0.2, 0.0], [0.0, -0.1, 0.0], [0.3, -0.1, 0.1], [0.0, 0.0, 0.0], [0.0, 0.0, 0.0], [0.2, -0.1, 0.1], [0.0, 0.1, 0.0], [0.0, 0.0, 0.0], [0.0, 0.0, 0.0], [0.0, -0.1, -0.1], [0.0, 0.0, 0.1], [0.0, 0.1, -0.1], [-0.1, 0.0, 0.1], [0.0, -0.1, 0.0], [0.1, 0.0, 0.0], [-0.1, -0.1, -0.1], [-0.1, -0.1, -0.1], [0.0, 0.1, 0.0], [-0.1, 0.0, 0.1], [0.4, -0.3, 0.5], [0.6, 0.4, 0.3], [-0.9, -0.1, -0.9], [0.2, 0.1, 0.0], [-0.1, 0.0, 0.1], [-0.2, 0.0, 0.0], [-0.1, -0.2, 0.0], [0.1, -0.1, 0.1], [-0.2, 0.5, -0.1], [0.0, -0.1, 0.0], [0.2, 0.0, 0.0], [0.1, 0.1, 0.0], [0.1, -0.1, 0.0], [0.1, 0.1, 0.0], [0.0, 0.0, 0.2], [0.0, 0.0, -0.1], [-0.1, -0.1, 0.0], [0.2, -0.6, 0.3], [0.0, -0.5, 0.7], [0.1, -0.2, 0.6], [0.2, 0.3, -0.8], [-0.2, 0.2, 0.0], [0.0, -0.1, 0.2], [0.0, 0.0, 0.0], [0.1, -0.1, 0.1], [0.1, 0.3, 0.1], [0.1, 0.1, 0.2], [-0.1, 0.1, -0.1], [0.1, 0.1, 0.0], [-0.3, 0.2, -0.2], [0.1, -0.3, 0.1], [0.1, 0.2, 0.2], [0.0, -0.1, -0.3], [-0.2, -0.1, -0.3], [0.2, -0.3, 0.3], [-0.1, 0.2, -0.1], [-0.1, -0.2, -0.1], [0.0, 0.5, 0.0], [-0.3, -0.6, 0.0], [0.3, 0.0, -0.4], [-0.2, 0.3, 0.2], [0.1, -0.1, 0.1], [0.0, 0.1, -0.1], [-0.1, -0.4, 0.2], [0.0, 0.0, 0.0], [0.0, 0.0, 0.0], [-0.1, 0.1, 0.0], [-0.1, -0.1, 0.1], [0.0, 0.0, -0.1], [0.0, 0.1, 0.0], [0.0, 0.1, 0.0], [0.0, 0.0, 0.0], [0.0, -0.1, 0.0], [0.0, 0.0, -0.1], [-0.1, 0.0, 0.0], [0.1, -0.1, 0.0], [0.0, 0.0, 0.0], [0.0, -0.1, 0.1], [0.0, 0.1, 0.0]], "lowdin_spin": [0.00, 0.00, 0.00, 0.00, 0.00, 0.00, 0.00, 0.00, 0.00, 0.00, 0.00, 0.00, 0.00, 0.00, 0.00, 0.00, 0.00, 0.00, 0.00, 0.00, 0.00, 0.00, 0.00, 0.00, 0.00, 0.00, 0.00, 0.00, 0.00, 0.00, 0.00, 0.00, 0.00, 0.00, 0.00, 0.00, 0.00, 0.00, 0.00, 0.00, 0.00, 0.00, 0.00, 0.00, 0.00, 0.00, 0.00, 0.00, 0.00, 0.00, 0.00, 0.00, 0.00, 0.00, 0.00, 0.00, 0.00, 0.00, 0.00, 0.00, 0.00, 0.00, 0.00, 0.00, 0.00, 0.00, 0.00, 0.00, 0.00, 0.00, 0.00, 0.00, 0.00, 0.00, 0.02, 0.07, 0.08, 0.20, 0.30, 0.02, 0.02, 0.01, 0.02, 0.03, 0.01, 0.01, 0.01, 0.00, 0.00, 0.00, 0.00, 0.00, 0.00, 0.09, 0.10, 0.03, 0.00, 0.00, 0.00, 0.00, 0.00, 0.00, 0.00, 0.00, 0.00, 0.00, 0.00, 0.00, 0.00, 0.00, 0.00, 0.00, 0.00, 0.00, 0.00], "lumo_ev": [1.97, 1.97], "homo_ev": [-3.813, -4.056], "homo_lumo_gap_ha": [0.2124, 0.2213], "charge": -1, "energy_ev": -247906.736, "spin_multiplicity": 2, "e_above_lowest_kcal_mol": 44.4}

=====

{"formula": "C22H25BeINO", "method": "ωB97M-V with the def2-TZVPD basis set", "elements": ["C", "C", "C", "H", "C", "C", "H", "C", "C", "C", "H", "C", "C", "H", "H", "H", "H", "H", "H", "Be", "C", "C", "C", "H", "H", "H", "H", "H", "H", "C", "C", "H", "H", "O", "N", "C", "H", "C", "C", "H", "C", "H", "C", "H", "C", "H", "C", "H", "H", "H", "I"], "positions_angstrom": [[1.839587, 0.153951, 3.329808], [2.249986, -0.392155, 2.082974], [2.331034, 0.664532, 1.126759], [2.539147, -1.444075, 1.911735], [1.991017, 1.872825, 1.723599], [1.765900, 1.643292, 3.134583], [1.848725, 2.845738, 1.223517], [-1.261991, -1.709985, 3.440472], [-0.251004, -2.501354, 2.832058], [-0.492386, -2.526526, 1.426357], [0.577240, -2.988950, 3.334309], [-1.655691, -1.752981, 1.159981], [-2.149870, -1.271363, 2.409887], [2.582053, 0.507152, 0.072559], [1.525659, 2.392338, 3.894696], [1.903256, -0.332565, 4.301620], [-3.052068, -0.672845, 2.531036], [0.099662, -3.042691, 0.674093], [-1.354834, -1.467744, 4.494718], [0.199157, 1.109973, 3.377091], [-2.348070, -1.600882, -0.168191], [-3.761451, -2.178784, -0.045221], [-1.611651, -2.372840, -1.271846], [-3.680811, -3.250553, 0.193823], [-4.281987, -2.074296, -0.999767], [-4.337118, -1.680834, 0.737084], [-1.578342, -3.436952, -1.043106], [-0.577327, -2.000102, -1.368345], [-2.123657, -2.216406, -2.230705], [-2.337025, -0.075464, -0.578519], [-0.995016, 0.309449, -1.213962], [-2.718284, 0.559471, 0.277284], [-3.175890, 0.039691, -1.364431], [0.055946, -0.431971, -1.377054], [-1.279877, 1.434175, -2.022007], [-0.233754, 2.519426, -2.153945], [-2.231109, 1.892406, -2.152062], [1.130118, 1.954664, -2.404564], [2.278907, 2.596214, -1.925029], [2.160177, 3.501854, -1.323755], [3.548631, 2.063517, -2.186200], [4.437496, 2.556567, -1.783758], [3.684419, 0.906586, -2.957785], [4.666918, 0.486395, -3.165475], [2.539659, 0.284968, -3.479663], [2.611230, -0.619270, -4.092892], [1.274449, 0.815412, -3.202922], [0.372765, 0.337451, -3.602728], [-0.213832, 3.094204, -1.212089], [-0.549535, 3.188666, -2.982239], [-1.960563, 2.310688, 2.618219]], "atomic_forces_ev_per_a": [[0.9, 1.0, -0.1], [-0.2, 0.7, 0.3], [0.1, -0.8, 0.1], [-0.6, 0.8, 0.1], [-0.2, 0.3, 0.9], [0.9, -0.6, -0.9], [0.1, -0.7, 0.3], [0.2, 0.3, -0.5], [-0.4, 0.1, -0.8], [-0.2, 0.3, 1.0], [0.0, 0.1, 0.0], [0.1, -0.3, 1.3], [0.7, -0.2, -0.7], [-0.2, 0.2, 0.5], [0.5, 0.0, 0.1], [0.0, 0.0, -0.3], [0.3, -0.1, 0.1], [0.0, 0.1, 0.2], [-0.1, -0.2, 0.0], [-3.1, -0.7, -1.9], [0.6, 0.4, 0.1], [0.1, 0.2, -0.2], [0.2, -0.4, 0.0], [-0.1, 0.4, 0.0], [-0.2, 0.0, -0.1], [0.0, 0.0, 0.0], [-0.3, -0.1, 0.0], [-1.0, -1.0, 0.1], [0.0, -0.1, 0.0], [-1.6, -1.7, 0.4], [0.4, -1.8, -2.1], [1.1, -0.5, -0.8], [1.4, 0.1, 0.6], [-3.7, 4.9, 1.8], [1.3, 2.2, -0.5], [-0.8, -0.7, 0.2], [1.6, -1.6, 1.2], [0.9, 0.1, -0.7], [-0.2, -0.4, -0.1], [0.1, -0.3, -0.1], [0.0, 0.0, -0.1], [-0.3, -0.2, -0.1], [-0.4, 0.1, 0.0], [-0.2, 0.1, 0.1], [-0.3, 0.4, 0.2], [0.1, 0.4, 0.3], [0.4, 0.0, -0.5], [0.5, 0.2, 0.2], [0.0, 0.0, -0.4], [0.2, -0.3, 0.4], [1.3, -0.3, 0.7]], "lowdin_charge": [-0.19, -0.08, -0.11, 0.11, -0.12, -0.31, 0.10, -0.22, -0.21, -0.11, 0.06, -0.27, -0.19, 0.09, 0.11, 0.10, 0.05, 0.08, 0.05, 0.25, -0.51, -0.06, -0.08, 0.09, 0.07, 0.07, 0.08, 0.05, 0.08, -0.07, -0.32, 0.06, 0.13, -0.02, 0.03, -0.13, 0.15, -0.24, -0.06, 0.11, -0.11, 0.10, -0.11, 0.09, -0.08, 0.10, -0.06, 0.12, 0.12, 0.12, 0.08], "lumo_ev": 2.38, "homo_ev": -2.933, "homo_lumo_gap_ha": 0.1953, "charge": -1, "energy_ev": -35258.342}